A) Formula: C5H6O3
Source: OMol25
Level of theory: ωB97M-V/def2-TZVPD

Geometry (Å):
O1 0.0046 2.5156 0.9346
O2 -0.1936 -2.1461 -0.0392
O3 1.4239 0.7853 1.3608
C1 -0.5965 0.2749 -0.1149
C2 0.9166 -0.5355 1.4051
C3 -0.5470 0.4974 -1.6097
C4 0.2929 1.3387 0.8637
C5 0.0825 -0.8937 0.4130
H1 -1.5511 0.7243 -1.9873
H2 1.4588 -1.1671 2.0915
H3 0.3950 -2.7829 0.3984
H4 0.0927 1.3442 -1.8790
H5 -1.5827 0.4244 0.3243
H6 -0.1960 -0.3796 -2.1614

Output
Kohn-Sham gap in Eh: 0.34762
HOMO in eV: -9.0
LUMO in Ha: 0.01863

=====

B) Formula: C5H6O3
Source: OMol25
Level of theory: ωB97M-V/def2-TZVPD

Geometry (Å):
O1 0.6130 2.2104 -0.1881
O2 1.5940 -1.1115 -0.3234
O3 2.4276 0.3858 0.9312
C1 -0.4816 0.0682 -1.1051
C2 0.6952 0.9477 -0.5450
C3 1.7119 0.1447 -0.0174
C4 -1.4078 -0.1278 0.0280
C5 -1.3886 0.1204 1.2366
H1 2.2817 -1.7151 -0.1592
H2 -1.1045 0.8416 -1.8802
H3 -2.2442 -1.0216 -0.0942
H4 -0.0754 -0.9639 -1.4645
H5 -0.3967 0.5784 1.7101
H6 -2.2245 -0.3572 1.8712

Output
Kohn-Sham gap in Eh: 0.32958
HOMO in eV: -10.2
SMILES: C=CCC(=O)C(=O)O
LUMO in Ha: -0.04402

=====

C) Formula: C5H6O3
Source: OMol25
Level of theory: ωB97M-V/def2-TZVPD

Geometry (Å):
O1 -1.2515 0.4889 -1.0419
O2 -1.4348 -0.9625 2.0388
O3 0.2383 1.4691 0.3759
C1 0.0732 0.0796 -1.4443
C2 0.6582 -0.8815 0.8087
C3 0.9610 0.3533 -0.1344
C4 -1.0677 0.9023 0.2895
C5 -0.7549 -0.5731 1.1571
H1 1.2399 -0.8991 1.7107
H2 1.9954 0.5430 -0.4060
H3 0.9043 -1.7923 0.2799
H4 -1.8724 1.5160 0.5924
H5 0.0122 -0.9258 -1.8352
H6 0.2988 0.6823 -2.3912

Output
Kohn-Sham gap in Eh: 0.35770
HOMO in eV: -8.9
SMILES: O=C1C[C@H]2CO[C@@H]1O2
LUMO in Ha: 0.03024

=====

Relative energy of each structure, in kJ/mol: A) 0.0; B) 230.9; C) 7.9.

=====

A) Formula: C5H6O3
Source: OMol25
Level of theory: ωB97M-V/def2-TZVPD

Geometry (Å):
O1 -1.6761 -1.0998 0.1964
O2 0.8810 -0.0744 1.2413
O3 -1.4980 1.4021 -0.0991
C1 0.8955 -1.0353 0.0340
C2 1.6942 0.0527 -0.8209
C3 -0.4915 0.6836 -0.1023
C4 0.9196 0.9415 0.1210
C5 -0.5323 -0.7560 -0.4338
H1 1.1590 0.0823 -1.8770
H2 1.3701 1.9969 0.4839
H3 2.7646 0.0791 -0.6620
H4 1.2171 -2.0387 0.2029
H5 -2.2685 -0.2904 -0.1847
H6 -0.8103 -0.9713 -1.4599

Output
Kohn-Sham gap in Eh: 0.39149
HOMO in eV: -9.9
LUMO in Ha: 0.02657

=====

B) Formula: C5H6O3
Source: OMol25
Level of theory: ωB97M-V/def2-TZVPD

Geometry (Å):
O1 -1.8342 -1.7408 -0.1448
O2 3.5262 -0.5685 -0.4648
O3 -1.4628 1.7506 -0.1716
C1 -0.9600 0.4926 -0.4937
C2 -1.2471 -0.6837 0.4105
C3 2.7172 0.2508 0.2344
C4 1.4489 -0.1034 0.3213
C5 0.1800 -0.1028 0.1458
H1 3.0198 -1.1957 -0.9612
H2 -1.1010 0.2120 -1.5189
H3 -1.2588 1.8802 0.7185
H4 3.1458 0.8580 1.0028
H5 -1.6955 -0.4360 1.4424
H6 -1.5467 -1.8066 -1.0956

Output
Kohn-Sham gap in Eh: 0.32684
HOMO in eV: -8.4
SMILES: OC=C=C1[C@H](O)[C@H]1O
LUMO in Ha: 0.01635

=====

C) Formula: C5H6O3
Source: OMol25
Level of theory: ωB97M-V/def2-TZVPD

Geometry (Å):
O1 -1.3518 -2.4466 -0.4431
O2 -0.7803 -0.0552 1.1063
O3 1.9091 -0.2498 -1.1274
C1 -0.2101 -2.2055 -0.1857
C2 -0.9395 1.2123 0.4710
C3 0.9319 0.0949 -0.5012
C4 0.2966 1.3893 -0.5088
C5 0.2467 -0.8653 0.5015
H1 -0.9955 1.9905 1.2016
H2 -1.8618 1.2504 -0.0736
H3 0.7190 -2.9156 -0.2945
H4 0.1347 1.8596 -1.4303
H5 0.9806 2.1160 0.0081
H6 0.9204 -1.1752 1.2761

Output
Kohn-Sham gap in Eh: 0.37767
HOMO in eV: -9.7
SMILES: O=C[C@@H]1OCCC1=O
LUMO in Ha: 0.01961

=====

Relative energy of each structure, in kJ/mol: A) 237.3; B) 307.8; C) 0.0.

=====

A) Formula: C5H6O3
Source: OMol25
Level of theory: ωB97M-V/def2-TZVPD

Geometry (Å):
O1 -1.7608 -1.2362 0.9431
O2 -2.6256 0.8630 -0.3297
O3 -0.5181 -0.7733 -0.7048
C1 -0.2682 0.4454 -0.1775
C2 1.0134 0.7423 0.0675
C3 2.0367 -0.2842 0.1031
C4 -1.3670 -1.4961 -0.1759
C5 -1.5637 1.3211 0.0989
H1 3.0975 0.1738 0.9568
H2 1.1306 1.9092 0.3749
H3 1.5198 -1.5798 0.2910
H4 -1.5642 2.2267 0.9205
H5 2.5854 -0.2114 -1.1313
H6 -1.7160 -2.1003 -1.2366

Output
Kohn-Sham gap in Eh: 0.35782
HOMO in eV: -9.7
LUMO in Ha: -0.00048

=====

B) Formula: C5H6O3
Source: OMol25
Level of theory: ωB97M-V/def2-TZVPD

Geometry (Å):
O1 -0.5138 -1.4270 -0.1923
O2 2.7891 -0.2351 -0.0387
O3 0.8555 1.8822 -0.2199
C1 -2.2074 0.2359 0.0575
C2 0.8238 -1.6545 -0.0840
C3 1.4761 -0.4404 -0.1023
C4 0.4518 0.5421 -0.1394
C5 -0.7513 -0.0935 -0.3309
H1 2.9175 0.6604 0.2250
H2 0.3347 2.3894 0.3594
H3 -2.1419 1.2601 0.3919
H4 -2.8578 0.1277 -0.8580
H5 1.2152 -2.6441 0.0684
H6 -2.3916 -0.6031 0.8631

Output
Kohn-Sham gap in Eh: 0.31771
HOMO in eV: -8.1
SMILES: Cc1occ(O)c1O
LUMO in Ha: 0.01858

=====

Relative energy of each structure, in kJ/mol: A) 424.0; B) 0.0.